C21H32BMoN8 as an isolated structure. Source: OMol25; level of theory: ωB97M-V with the def2-TZVPD basis set.

Last column: Mulliken charge in e.
Atoms and positions in Å:
Mo: -0.11943 0.16332 0.25849  -0.63
C: 2.78606 -2.31776 2.75148  -1.49
C: 2.23130 -2.22787 1.32436  0.72
C: 0.70019 -2.22624 1.32971  -0.20
C: 2.76077 -1.03727 0.58854  -0.27
C: 4.02937 -0.71606 0.14799  -1.57
C: 3.88631 0.46059 -0.58499  -0.04
N: 2.60641 0.83500 -0.58461  -0.59
N: 1.90251 -0.06850 0.16641  1.37
B: 1.83099 1.93969 -1.36555  0.02
N: 1.02625 2.75588 -0.30759  -0.31
C: 1.18891 3.97383 0.17227  0.03
C: 0.46734 4.11558 1.37220  -1.33
C: -0.12091 2.90523 1.60448  -0.01
N: 0.19187 2.06587 0.53746  1.12
C: -0.91416 2.39236 2.76045  0.37
C: -2.41682 2.65237 2.59743  -1.27
C: -0.59976 0.91357 2.97880  -1.02
N: 0.81661 1.20873 -2.27492  -0.23
C: 0.83188 1.14330 -3.60799  -0.36
C: 0.12489 0.03107 -4.01709  -1.10
C: -0.29938 -0.61559 -2.86251  -0.04
N: 0.08345 0.14247 -1.79214  1.11
C: -0.81209 -2.03498 -2.86824  0.37
C: 0.41294 -2.95923 -2.74213  -1.33
C: -1.89324 -2.44698 -1.88126  -1.34
H: 2.42082 -3.21661 3.24627  0.45
H: 3.87352 -2.36312 2.73972  0.42
H: 2.49061 -1.44864 3.34345  0.34
H: 2.56050 -3.11119 0.77012  0.47
H: 0.30983 -1.49147 2.05204  0.13
H: 0.28917 -2.11384 0.29710  -0.46
H: 0.28260 -3.17929 1.65737  0.60
H: 4.94167 -1.26510 0.31121  0.57
H: 4.62832 1.04096 -1.11271  0.54
H: 2.55469 2.64675 -1.98256  0.00
H: 1.82931 4.68119 -0.33518  0.55
H: 0.42578 4.99262 1.99724  0.56
H: -0.56316 2.93646 3.63999  0.52
H: -2.81423 2.13188 1.72223  0.17
H: -2.95422 2.30398 3.47861  0.41
H: -2.61652 3.71596 2.48079  0.44
H: -1.13779 0.28523 2.22788  -0.03
H: 0.47402 0.70411 3.00220  0.46
H: -1.02616 0.53604 3.90955  0.56
H: 1.37052 1.88124 -4.18260  0.53
H: -0.02179 -0.30976 -5.02845  0.57
H: -1.22277 -2.16897 -3.87088  0.50
H: 0.88943 -2.84594 -1.76273  0.15
H: 0.10602 -3.99905 -2.84718  0.48
H: 1.16042 -2.74680 -3.50471  0.42
H: -1.54813 -2.43825 -0.84363  0.05
H: -2.79356 -1.83793 -1.95876  0.29
H: -2.17976 -3.47590 -2.09553  0.53
N: -4.21582 0.31934 -0.70977  0.06
C: -4.35410 -0.54359 0.35930  -0.88
C: -3.10261 -0.78214 0.80768  -0.64
N: -2.20069 -0.06352 0.02122  1.55
C: -2.93213 0.58256 -0.89859  -1.04
H: -4.97542 0.69259 -1.26675  0.28
H: -5.31328 -0.90407 0.69107  0.48
H: -2.79016 -1.41485 1.62140  0.50
H: -2.54719 1.22073 -1.67750  0.46

As for the expectation value of S²: 2.02. Its gap between HOMO and LUMO (alpha / beta) is 6.09 / 6.83 eV. The LUMO energy (alpha / beta) is -12.3 / -11.5 eV. As for the total charge: +3. Its multiplicity is 3. For the energy relative to the best compared isomer or geometry (same formula, charge and spin), the calculation gives 2.64 kcal per mole.

---

C5H20FN10O5 as an isolated structure at a distorted geometry. Source: OMol25; level of theory: ωB97M-V with the def2-TZVPD basis set.

Last column: Mulliken charge in e.
Atoms and positions in Å:
F: 0.21389 0.07011 0.20809  -1.75
C: 0.87669 2.83250 0.53681  0.48
O: 0.70485 4.00129 0.62743  -0.72
N: 1.29991 2.19793 -0.56274  -0.40
N: 0.64264 1.95184 1.47200  -0.71
H: 1.18668 1.19443 -0.57892  0.20
H: 1.50423 2.66393 -1.43521  0.26
H: 0.02061 2.25110 2.20932  0.31
H: 0.74304 0.96147 1.30116  0.55
C: 0.79384 -2.03408 -1.75695  0.04
O: 1.82627 -1.46091 -2.07774  -0.68
N: 0.24001 -2.99014 -2.39817  -0.28
N: -0.07858 -1.60272 -0.92206  -0.58
H: 0.57908 -3.53321 -3.17932  0.23
H: -0.49569 -3.32395 -1.79202  0.19
H: 0.37265 -0.79701 -0.51298  0.73
H: -0.65576 -2.21111 -0.35920  0.58
C: 1.42004 -1.25314 2.60733  0.26
O: 1.68160 -1.68702 3.70178  -0.74
N: 0.22553 -0.98716 2.06404  -0.03
N: 2.39936 -0.98840 1.79494  -0.37
H: 0.21300 -0.81758 1.06845  1.03
H: -0.64254 -1.04615 2.57694  0.12
H: 3.29067 -0.82833 2.24221  0.27
H: 2.13174 -0.38725 1.02872  0.49
C: -2.30615 0.46897 1.36733  -0.14
O: -3.20440 0.59314 2.19302  -0.77
N: -1.84516 -0.64995 0.90087  -0.94
N: -1.54346 1.49189 0.95524  -0.39
H: -0.87160 -0.58078 0.64108  0.90
H: -2.21845 -1.33614 1.54110  0.28
H: -0.71404 1.28657 0.41673  0.34
H: -1.63711 2.41713 1.34929  0.33
C: -0.92362 0.83973 -2.49034  0.10
O: -1.33006 1.54788 -3.35077  -0.80
N: -1.52708 -0.28400 -2.26471  -0.27
N: 0.09631 1.02349 -1.73353  -0.13
H: -2.25970 -0.40066 -2.95010  0.20
H: -1.12945 -0.96404 -1.63262  0.49
H: 0.55372 1.91456 -1.86340  0.04
H: 0.36649 0.45577 -0.94310  0.26

Its gap between HOMO and LUMO is 8.45 eV. The LUMO energy is 2.7 eV. As for the total charge: -1. For the energy relative to the best compared isomer or geometry (same formula, charge and spin), the calculation gives 368.14 kcal per mole.

---

A 2-piece molecular cluster, C4H8 overall at a distorted geometry. Source: OMol25; level of theory: ωB97M-V with the def2-TZVPD basis set.

Last column: Mulliken charge in e.
Atoms and positions in Å:
C: 0.43144 -0.82961 1.17219  -0.56
C: -0.71728 -0.57416 0.60570  0.38
C: -1.59860 -1.13272 -0.35889  -0.70
C: -1.75381 0.40133 0.62268  -0.71
H: 0.81332 -0.15025 1.91931  0.26
H: 1.02484 -1.70115 0.92347  0.27
H: -1.65446 -0.76084 -1.36945  0.27
H: -2.41465 -1.75842 -0.03607  0.25
H: -2.63362 0.25206 1.23751  0.25
H: -1.86701 1.10665 -0.19141  0.27
H: 5.55422 2.56647 -2.30985  0.01
H: 4.81560 2.58064 -2.21518  -0.01

Its gap between HOMO and LUMO is 10.26 eV. The LUMO energy is 1.1 eV. For the energy relative to the best compared isomer or geometry (same formula, charge and spin), the calculation gives 77.60 kcal per mole.

---

C21H12BrF5GaNO2S6 as an isolated structure. Source: OMol25; level of theory: ωB97M-V with the def2-TZVPD basis set.

Last column: Mulliken charge in e.
Atoms and positions in Å:
Ga: -0.53360 -0.09490 0.22070  -0.12
F: 6.67600 1.52700 -0.17870  -0.33
C: 5.33440 1.67170 -0.04780  0.55
C: 4.50900 0.55210 0.04700  -0.22
F: 5.06700 -0.67550 0.01200  -0.32
C: 3.14650 0.71040 0.18830  -0.07
F: 2.35960 -0.37140 0.36070  -0.19
C: 2.52110 1.97370 0.18340  0.59
S: 0.83570 2.15940 0.18200  -0.47
C: 3.39570 3.08110 0.14860  0.18
F: 2.89340 4.32630 0.25400  -0.32
C: 4.76260 2.93820 0.03590  0.20
F: 5.56470 4.02670 0.00960  -0.32
S: -1.92340 -7.15430 -0.09060  -0.37
C: -1.70650 -5.52240 -0.11930  0.10
S: -0.34440 -4.73990 -0.85780  -0.12
C: -0.81080 -3.08530 -0.51640  0.08
C: -1.96960 -2.91630 0.16960  0.13
S: -2.68160 -1.42940 0.61240  -0.53
S: -2.81030 -4.40060 0.60380  -0.12
S: 0.23230 -1.84520 -1.13670  -0.38
Br: -5.46140 2.19420 2.76320  -0.22
C: -4.80690 2.76000 1.07100  -0.22
C: -5.37570 3.86690 0.46350  -0.12
N: -4.96480 4.31070 -0.71110  -0.66
C: -3.97450 3.66810 -1.30790  -0.42
C: -3.33980 2.55130 -0.77150  0.52
C: -3.77260 2.07800 0.46030  0.36
C: -2.21150 1.88750 -1.54720  0.33
O: -2.03370 2.21290 -2.70630  -0.69
O: -1.54640 1.01630 -0.89150  -0.04
H: -6.18430 4.41060 0.93530  0.35
H: -3.64550 4.05240 -2.26430  0.44
H: -3.31470 1.21150 0.92060  0.25
C: 1.08950 -0.87970 5.23090  -1.68
C: -0.11840 -0.01320 4.85410  2.18
C: -1.39400 -0.58740 5.48230  -1.59
C: 0.09400 1.43640 5.30540  -1.61
C: -0.24490 -0.02560 3.39830  -0.23
C: -0.28260 -0.01480 2.19180  -0.27
H: 1.21280 -0.92660 6.31280  0.40
H: 1.99490 -0.47130 4.78760  0.38
H: 0.95730 -1.88890 4.84680  0.38
H: -1.31770 -0.58660 6.57090  0.39
H: -1.55510 -1.60880 5.14240  0.37
H: -2.26180 0.00110 5.19090  0.35
H: 0.16910 1.49940 6.39070  0.39
H: -0.73540 2.05680 4.97310  0.38
H: 1.00400 1.83470 4.86220  0.36

Its gap between HOMO and LUMO is 5.73 eV. The LUMO energy is 3.9 eV. As for the total charge: -2.

---

C16H36InN6O5 as an isolated structure. Source: OMol25; level of theory: ωB97M-V with the def2-TZVPD basis set.

Last column: Mulliken charge in e.
Atoms and positions in Å:
C: 2.99332 7.20785 1.20005  -1.10
C: 1.67608 7.81912 1.67202  0.56
C: 1.41478 9.22020 1.13893  -1.13
N: 0.90119 7.21718 2.46262  -0.58
In: -0.90910 6.54028 1.60278  0.90
O: -0.36315 4.58924 0.79108  -0.67
C: -0.11390 4.57260 -0.43064  0.68
N: 0.10000 4.49132 -1.57393  -0.71
H: 3.28814 7.61474 0.23743  0.37
H: 3.77131 7.42683 1.92756  0.29
H: 2.86006 6.13754 1.10425  0.26
H: 1.10939 9.84714 1.96893  0.28
H: 0.60812 9.19067 0.41233  0.25
H: 2.30322 9.65463 0.68971  0.37
H: -2.17811 6.30024 2.77496  -0.36
H: -1.27865 7.49240 0.18132  -0.35
C: -0.67053 1.23261 -1.52592  -1.38
C: -0.89192 -0.24234 -1.74711  0.75
O: -0.48670 -0.85041 -2.73054  -0.68
N: -1.57907 -0.88527 -0.76447  -0.07
C: -2.11271 -0.27847 0.44366  -0.82
H: -0.11407 1.68292 -2.33951  0.39
H: -1.63169 1.73983 -1.44552  0.39
H: -0.11414 1.38517 -0.60114  0.35
H: -1.70921 -1.87213 -0.91561  0.21
H: -1.67829 -0.72929 1.33402  0.35
H: -3.19941 -0.39438 0.48193  0.25
H: -1.87831 0.77810 0.45386  0.22
C: -0.79222 2.51310 3.86722  -1.26
C: -1.12052 1.03818 3.84018  0.79
O: -0.47659 0.24882 3.17059  -0.66
N: -2.17904 0.61358 4.58774  -0.15
C: -3.05355 1.40611 5.42641  -0.85
H: 0.06128 2.68440 3.21972  0.27
H: -1.62900 3.10940 3.50199  0.34
H: -0.54413 2.83960 4.87804  0.41
H: -2.34578 -0.37806 4.52594  0.23
H: -3.00956 1.06646 6.46331  0.28
H: -4.08841 1.33301 5.08654  0.28
H: -2.75711 2.44875 5.39451  0.32
C: 1.36277 -3.18150 -2.44597  -1.08
C: 2.62570 -4.00497 -2.48017  0.53
O: 3.37784 -4.11011 -1.52520  -0.67
N: 2.90703 -4.65991 -3.64573  -0.10
C: 2.13961 -4.65756 -4.87408  -0.81
H: 1.27207 -2.72274 -1.46754  0.34
H: 1.37574 -2.39090 -3.19264  0.46
H: 0.48839 -3.81019 -2.62424  0.25
H: 3.76078 -5.19385 -3.61427  0.23
H: 1.82205 -5.67007 -5.13645  0.26
H: 2.73108 -4.26182 -5.70173  0.31
H: 1.25655 -4.03795 -4.76074  0.30
C: -1.66843 -6.92827 -2.14034  -1.04
C: -1.07322 -7.77676 -1.03717  0.69
O: -1.77172 -8.43518 -0.28419  -0.66
N: 0.27913 -7.77444 -0.91767  -0.12
C: 1.25209 -7.05930 -1.72408  -0.49
H: -2.74740 -7.03636 -2.10254  0.29
H: -1.41134 -5.87679 -2.00633  0.22
H: -1.31212 -7.25248 -3.11876  0.33
H: 0.61860 -8.34922 -0.16299  0.22
H: 1.93540 -7.76322 -2.20344  0.23
H: 1.83746 -6.38026 -1.10281  0.29
H: 0.75988 -6.47787 -2.49612  0.01

Its gap between HOMO and LUMO is 6.28 eV. The LUMO energy is 2.0 eV. As for the total charge: -1.

---

The molecule C6H9N. Source: OMol25; level of theory: ωB97M-V with the def2-TZVPD basis set.

Last column: Mulliken charge in e.
Atoms and positions in Å:
C: -0.90881 -0.54883 -0.98467  -1.44
C: -1.09420 0.60935 1.82906  -0.52
C: -0.66649 1.76910 0.97377  -0.36
C: 0.22643 1.39880 0.04461  -0.72
C: 0.21648 -0.11065 -0.00402  1.43
C: 1.47575 -0.89394 -0.34595  -1.52
N: -0.36411 -0.37271 1.32180  -0.07
H: -1.20552 -1.57861 -0.75450  0.37
H: -1.79236 0.08667 -0.87083  0.38
H: -0.56815 -0.49998 -2.02044  0.36
H: -1.05571 2.76800 1.13725  0.41
H: 0.83228 2.03229 -0.59821  0.38
H: 1.25083 -1.96641 -0.29358  0.38
H: 1.75480 -0.68153 -1.38365  0.36
H: 2.33279 -0.68414 0.29803  0.37
H: -0.43401 -1.32742 1.65134  0.20

Its gap between HOMO and LUMO is 8.72 eV. The LUMO energy is 0.6 eV. For the energy relative to the best compared isomer or geometry (same formula, charge and spin), the calculation gives 61.28 kcal per mole.

---

C18H31N2O6SSiV as an isolated structure. Source: OMol25; level of theory: ωB97M-V with the def2-TZVPD basis set.

Last column: Mulliken charge in e.
Atoms and positions in Å:
V: 0.47058 -0.55031 1.10825  0.68
O: -2.47754 0.51485 2.22296  -0.44
C: -2.44393 -0.20411 3.43353  -0.73
C: -1.87639 -1.60472 3.27831  -0.85
N: -0.44940 -1.69976 2.95704  0.60
C: 0.45556 -1.06665 3.91830  -0.86
C: 1.05131 0.18747 3.28382  0.60
O: 2.15694 0.60818 3.60956  -0.80
O: 0.19441 0.83277 2.50101  -0.76
C: -0.13733 -3.06480 2.57204  -0.73
C: -0.52609 -3.28209 1.09585  0.39
O: -0.97873 -4.35305 0.72347  -0.77
O: -0.31713 -2.24942 0.34699  -0.46
H: -1.57444 0.86456 2.12985  0.42
H: -3.47485 -0.31304 3.78752  0.45
H: -1.89871 0.34856 4.20814  0.32
H: -2.43000 -2.11716 2.48698  0.36
H: -2.06471 -2.16174 4.21540  0.28
H: 1.26927 -1.74746 4.17285  0.36
H: -0.05959 -0.80067 4.85228  0.45
H: -0.64658 -3.81374 3.19451  0.33
H: 0.94118 -3.21681 2.65939  0.43
C: 0.22820 4.11134 -2.46917  -0.68
Si: 1.35748 2.63426 -2.74890  -0.06
C: 3.10421 3.26352 -3.05931  -1.02
C: 0.77076 1.69534 -4.26725  -0.83
C: 1.29410 1.53824 -1.30848  -0.02
C: 1.02229 0.76641 -0.39833  0.25
H: 0.23524 4.78242 -3.33243  0.33
H: 0.54109 4.67645 -1.59027  0.29
H: -0.79456 3.77492 -2.29924  -0.03
H: 3.14260 3.92453 -3.92811  0.27
H: 3.78321 2.42781 -3.23279  0.28
H: 3.47020 3.81367 -2.19176  0.28
H: 0.78300 2.33309 -5.15533  0.36
H: -0.24552 1.33190 -4.11210  0.10
H: 1.40636 0.82907 -4.45613  0.31
S: 4.98079 -1.38874 1.14121  -0.23
C: 4.18156 -2.85287 0.77001  -0.34
C: 2.84037 -2.65836 0.75981  -0.98
N: 2.44449 -1.37203 1.03832  0.45
C: 3.47969 -0.60066 1.25220  -0.24
H: 4.70359 -3.77078 0.56428  0.44
H: 2.08552 -3.39192 0.52109  0.42
H: 3.37203 0.44299 1.50630  0.42
C: -0.98639 -1.48084 -2.94394  -0.92
C: -2.22593 -0.98746 -2.23565  -0.23
O: -2.03557 0.36869 -1.89822  -0.11
C: -3.05732 0.88283 -1.07530  -0.19
C: -2.66155 2.27559 -0.64269  -1.15
H: -1.08819 -2.53886 -3.19095  0.40
H: -0.11980 -1.36662 -2.29311  -0.05
H: -0.81361 -0.92110 -3.86418  0.32
H: -2.39841 -1.57624 -1.32535  0.13
H: -3.11968 -1.09023 -2.87454  0.36
H: -3.18621 0.24069 -0.19584  0.25
H: -4.01468 0.89479 -1.62376  0.31
H: -1.65504 2.25893 -0.22237  0.08
H: -3.34985 2.65372 0.11374  0.40
H: -2.65829 2.96461 -1.48953  0.36

As for the expectation value of S²: 0.78. Its gap between HOMO and LUMO (alpha / beta) is 6.06 / 5.25 eV. The LUMO energy (alpha / beta) is 2.4 / 2.4 eV. As for the total charge: -1. Its multiplicity is 2. For the energy relative to the best compared isomer or geometry (same formula, charge and spin), the calculation gives 9.24 kcal per mole.